1.
C8H6O2S in the gas phase at a distorted geometry, computed with ωB97M-V with the def2-TZVPD basis set.

Cartesian coordinates (Å):
C: 1.349 -1.849 -0.569
C: 0.072 -1.932 -0.931
C: 1.928 -0.710 0.208
C: -0.979 -1.081 -0.474
C: -1.027 1.182 1.019
C: 0.903 0.013 0.961
C: -0.613 -0.103 0.568
C: 0.279 1.198 0.318
O: 3.079 -0.429 0.041
O: -2.129 -1.232 -0.853
S: 0.739 1.598 -1.327
H: 2.130 -2.477 -0.998
H: -0.212 -2.873 -1.554
H: -1.977 1.536 0.644
H: -1.138 1.466 2.078
H: 0.916 0.233 1.991
H: 1.936 2.264 -0.911

Atomic forces in eV per Å
C 0.9 0.3 -0.3
C 1.1 -3.6 -1.4
C -0.9 -1.4 -1.1
C -2.2 1.2 0.9
C -2.3 1.9 1.5
C -2.2 1.5 0.8
C 3.3 -1.6 -0.7
C -0.7 -1.1 -1.3
O 0.8 0.5 0.7
O 0.2 0.1 0.0
S 1.4 1.6 0.4
H -0.4 -0.2 0.1
H 0.2 2.1 0.9
H 0.3 0.3 -1.2
H 0.9 -0.6 0.1
H 1.1 -0.5 1.5
H -1.5 -0.8 -0.7

Computed properties:
E_HOMO: -9.135 eV
HOMO-LUMO gap: 8.21 eV
multiplicity: 1
relative energy (zero: lowest compared OMol25 entry of this formula, charge and spin): 163.4 kJ/mol
E_LUMO: -0.92 eV



2.
C8H7BrFNS in the gas phase at a distorted geometry, computed with ωB97M-V with the def2-TZVPD basis set.

Cartesian coordinates (Å):
C: 1.398 1.288 1.101
C: 1.177 -0.019 1.141
C: 0.062 1.639 -0.963
C: 0.836 2.075 0.050
C: -2.527 -0.294 -0.163
C: -0.448 0.199 -0.967
C: 0.072 -0.658 0.338
C: 0.485 -2.018 -0.146
N: -1.866 0.112 -1.145
F: 1.204 3.412 0.073
S: -1.413 -0.890 1.391
Br: -4.345 -0.509 -0.190
H: 2.156 1.695 1.754
H: 1.619 -0.599 1.828
H: -0.288 2.147 -1.789
H: 0.121 -0.189 -1.755
H: 0.814 -2.675 0.647
H: 1.326 -2.067 -0.844
H: -0.382 -2.648 -0.361

Atomic forces in eV per Å
C 1.0 -0.8 0.2
C -2.7 2.1 -2.1
C 0.3 -1.4 3.0
C -1.1 1.8 -1.9
C 2.9 -0.7 1.0
C 1.6 0.7 2.9
C -0.5 0.4 -1.1
C 0.0 -1.7 0.5
N -0.4 0.0 0.3
F -0.1 -1.1 0.0
S -1.6 1.1 -1.8
Br -0.7 -0.1 0.3
H -0.1 0.4 0.0
H 1.6 -2.1 2.4
H -0.4 1.7 -1.3
H 0.1 -1.3 -1.7
H 0.6 0.3 1.0
H -0.5 0.3 -0.4
H -0.1 0.5 -1.3

Computed properties:
E_HOMO: -8.864 eV
HOMO-LUMO gap: 8.97 eV
multiplicity: 1
E_LUMO: 0.11 eV



3.
C8H7Cl2N3OS in the gas phase at a distorted geometry, computed with ωB97M-V with the def2-TZVPD basis set.

Cartesian coordinates (Å):
C: 3.367 0.303 -1.930
C: -1.996 -1.446 0.255
C: -3.332 -1.296 0.127
C: -1.812 0.905 0.476
C: -1.206 -0.325 0.431
C: -3.858 -0.023 0.130
C: 0.196 -0.543 0.682
C: 2.863 0.280 0.911
N: 4.297 -0.327 -2.057
N: -3.064 1.052 0.310
N: 2.171 0.792 -1.739
O: 0.922 2.030 0.325
S: 1.329 0.708 0.000
Cl: -5.515 0.308 -0.158
Cl: 0.919 -2.060 0.366
H: -1.472 -2.365 0.240
H: -4.054 -1.978 -0.057
H: -1.192 1.883 0.483
H: 3.547 1.103 1.140
H: 2.523 -0.251 1.924
H: 3.485 -0.431 0.355
H: 1.882 1.681 -2.212

Atomic forces in eV per Å
C -2.3 0.9 0.0
C 0.8 0.4 0.2
C -0.8 2.1 -0.1
C 2.9 2.7 -0.2
C 0.6 -1.6 0.2
C 1.9 1.6 0.4
C 2.0 2.6 -1.1
C -0.4 -1.9 1.9
N 3.2 -1.6 -0.4
N -3.9 0.1 -0.5
N -2.3 2.2 0.5
O -0.4 1.8 -0.4
S 1.6 -2.9 1.5
Cl -0.2 -0.2 0.0
Cl 0.1 -0.9 0.0
H -0.1 -1.0 -0.1
H -1.5 -2.9 -0.4
H -1.1 -1.9 0.4
H -0.8 0.4 -0.3
H 0.7 1.3 -2.3
H -0.5 0.0 0.0
H 0.6 -1.2 0.6

Computed properties:
E_HOMO (alpha / beta): -8.356 / -8.357 eV
HOMO-LUMO gap (alpha / beta): 7.13 / 7.13 eV
multiplicity: 1
relative energy (zero: lowest compared OMol25 entry of this formula, charge and spin): 300.6 kJ/mol
E_LUMO (alpha / beta): -1.23 / -1.23 eV



4.
A molecular structure, C8H7CrNO4 at a distorted geometry, computed with ωB97M-V with the def2-TZVPD basis set.

Cartesian coordinates (Å):
Cr: -0.891 0.443 0.332
O: 0.157 -0.598 2.946
C: -0.110 -0.263 1.875
C: -0.858 0.742 -1.506
O: -1.089 1.061 -2.598
C: -1.253 -1.300 -0.110
O: -1.559 -2.400 -0.375
C: 0.438 1.706 0.409
O: 1.229 2.567 0.485
C: 3.459 -1.839 -0.606
H: 3.934 -1.088 0.033
H: 2.992 -2.766 -0.257
C: 3.185 -1.471 -1.842
H: 2.518 -2.126 -2.408
H: 3.459 -0.451 -2.118
C: -4.729 2.358 1.738
C: -3.500 1.744 1.290
N: -2.506 1.248 0.929
H: -5.609 1.881 1.224
H: -4.721 3.457 1.500
H: -4.843 2.227 2.850

Atomic forces in eV per Å
Cr -4.4 2.2 1.6
O -1.1 1.3 -4.1
C 3.4 -3.0 6.2
C 0.0 1.4 -8.2
O 1.0 -1.4 4.9
C -2.5 -9.1 -2.2
O 1.7 5.5 1.3
C 6.5 7.1 0.6
O -3.9 -4.4 -0.4
C 0.6 -1.2 4.9
H 0.2 -0.8 0.3
H 0.7 0.1 0.5
C -1.4 1.6 -4.5
H 0.4 0.4 -0.6
H 0.0 -0.4 -0.7
C -0.5 0.3 0.0
C -0.2 0.1 0.1
N -1.6 0.8 0.6
H 0.8 0.3 0.4
H 0.1 -0.9 0.2
H 0.2 0.0 -0.8

Computed properties:
E_HOMO (alpha / beta): -21.848 / -20.921 eV
HOMO-LUMO gap (alpha / beta): 7.17 / 5.27 eV
multiplicity: 4
E_LUMO (alpha / beta): -14.68 / -15.65 eV
total charge: +3



What did the second record say?
C8H7BrFNS in the gas phase at a distorted geometry, computed with ωB97M-V with the def2-TZVPD basis set.

Cartesian coordinates (Å):
C: 1.398 1.288 1.101
C: 1.177 -0.019 1.141
C: 0.062 1.639 -0.963
C: 0.836 2.075 0.050
C: -2.527 -0.294 -0.163
C: -0.448 0.199 -0.967
C: 0.072 -0.658 0.338
C: 0.485 -2.018 -0.146
N: -1.866 0.112 -1.145
F: 1.204 3.412 0.073
S: -1.413 -0.890 1.391
Br: -4.345 -0.509 -0.190
H: 2.156 1.695 1.754
H: 1.619 -0.599 1.828
H: -0.288 2.147 -1.789
H: 0.121 -0.189 -1.755
H: 0.814 -2.675 0.647
H: 1.326 -2.067 -0.844
H: -0.382 -2.648 -0.361

Atomic forces in eV per Å
C 1.0 -0.8 0.2
C -2.7 2.1 -2.1
C 0.3 -1.4 3.0
C -1.1 1.8 -1.9
C 2.9 -0.7 1.0
C 1.6 0.7 2.9
C -0.5 0.4 -1.1
C 0.0 -1.7 0.5
N -0.4 0.0 0.3
F -0.1 -1.1 0.0
S -1.6 1.1 -1.8
Br -0.7 -0.1 0.3
H -0.1 0.4 0.0
H 1.6 -2.1 2.4
H -0.4 1.7 -1.3
H 0.1 -1.3 -1.7
H 0.6 0.3 1.0
H -0.5 0.3 -0.4
H -0.1 0.5 -1.3

Computed properties:
E_HOMO: -8.864 eV
HOMO-LUMO gap: 8.97 eV
multiplicity: 1
E_LUMO: 0.11 eV



Question: Which formula does entry 3 have?
Answer: C8H7Cl2N3OS



Question: Number 3 is which compound?
Answer: C8H7Cl2N3OS



What did the first record say?
C8H6O2S in the gas phase at a distorted geometry, computed with ωB97M-V with the def2-TZVPD basis set.

Cartesian coordinates (Å):
C: 1.349 -1.849 -0.569
C: 0.072 -1.932 -0.931
C: 1.928 -0.710 0.208
C: -0.979 -1.081 -0.474
C: -1.027 1.182 1.019
C: 0.903 0.013 0.961
C: -0.613 -0.103 0.568
C: 0.279 1.198 0.318
O: 3.079 -0.429 0.041
O: -2.129 -1.232 -0.853
S: 0.739 1.598 -1.327
H: 2.130 -2.477 -0.998
H: -0.212 -2.873 -1.554
H: -1.977 1.536 0.644
H: -1.138 1.466 2.078
H: 0.916 0.233 1.991
H: 1.936 2.264 -0.911

Atomic forces in eV per Å
C 0.9 0.3 -0.3
C 1.1 -3.6 -1.4
C -0.9 -1.4 -1.1
C -2.2 1.2 0.9
C -2.3 1.9 1.5
C -2.2 1.5 0.8
C 3.3 -1.6 -0.7
C -0.7 -1.1 -1.3
O 0.8 0.5 0.7
O 0.2 0.1 0.0
S 1.4 1.6 0.4
H -0.4 -0.2 0.1
H 0.2 2.1 0.9
H 0.3 0.3 -1.2
H 0.9 -0.6 0.1
H 1.1 -0.5 1.5
H -1.5 -0.8 -0.7

Computed properties:
E_HOMO: -9.135 eV
HOMO-LUMO gap: 8.21 eV
multiplicity: 1
relative energy (zero: lowest compared OMol25 entry of this formula, charge and spin): 163.4 kJ/mol
E_LUMO: -0.92 eV